{
  "formula": "C12H22BBaN4O2S2",
  "method": "ωB97M-V with the def2-TZVPD basis set",
  "symbols": ["Ba", "C", "N", "C", "C", "N", "B", "N", "C", "C", "N", "C", "C", "S", "C", "S", "H", "H", "H", "H", "H", "H", "H", "H", "H", "H", "H", "H", "C", "O", "C", "C", "O", "C", "H", "H", "H", "H", "H", "H", "H", "H", "H", "H"],
  "xyz": [[-0.856, 1.059, -0.558], [-3.690, -3.416, 1.765], [-2.472, -2.775, 2.230], [-1.952, -2.856, 3.506], [-0.793, -2.168, 3.493], [-0.604, -1.655, 2.222], [0.689, -0.882, 1.813], [1.430, -1.696, 0.711], [1.723, -3.034, 0.896], [2.364, -3.485, -0.199], [2.465, -2.415, -1.062], [3.104, -2.436, -2.366], [1.892, -1.329, -0.496], [1.869, 0.204, -1.289], [-1.645, -2.040, 1.454], [-1.933, -1.771, -0.219], [-4.221, -3.812, 2.626], [-3.453, -4.225, 1.076], [-4.314, -2.691, 1.248], [-2.452, -3.392, 4.292], [-0.081, -1.984, 4.278], [0.429, 0.235, 1.413], [1.371, -0.777, 2.796], [1.450, -3.549, 1.800], [2.759, -4.454, -0.443], [3.435, -3.451, -2.567], [3.959, -1.763, -2.378], [2.399, -2.122, -3.133], [-1.092, 4.560, 0.971], [-0.323, 3.677, 0.152], [0.368, 4.341, -0.915], [-0.440, 4.253, -2.190], [-0.532, 2.896, -2.635], [0.462, 2.558, -3.612], [-0.440, 5.291, 1.450], [-1.572, 3.959, 1.740], [-1.855, 5.080, 0.388], [1.329, 3.835, -1.032], [0.565, 5.380, -0.644], [-0.004, 4.875, -2.975], [-1.461, 4.599, -2.016], [0.326, 3.169, -4.506], [0.330, 1.509, -3.866], [1.471, 2.699, -3.217]],
  "atomic_forces_ev_per_a": [[-0.138, 0.018, -0.012], [-0.008, 0.006, 0.012], [-0.043, 0.040, -0.039], [0.015, -0.048, -0.017], [-0.037, 0.080, 0.013], [0.048, -0.053, -0.031], [-0.033, 0.040, -0.033], [-0.030, 0.009, 0.023], [0.005, 0.011, 0.004], [0.001, 0.014, -0.022], [0.014, 0.025, -0.003], [0.002, -0.007, 0.002], [0.036, -0.075, -0.028], [0.105, -0.029, 0.014], [0.034, -0.125, 0.076], [0.020, 0.049, 0.065], [0.008, 0.000, 0.003], [0.009, 0.007, 0.002], [-0.008, 0.008, 0.002], [0.009, -0.004, -0.009], [-0.002, 0.005, -0.007], [0.006, 0.025, -0.014], [-0.013, -0.029, -0.012], [-0.005, 0.007, -0.005], [-0.002, 0.004, -0.001], [-0.002, -0.001, 0.004], [-0.003, 0.006, 0.004], [-0.009, 0.000, -0.004], [0.025, 0.031, 0.000], [-0.051, -0.043, -0.024], [0.034, -0.007, 0.016], [-0.042, 0.035, -0.044], [0.055, -0.043, 0.083], [-0.010, 0.025, -0.030], [0.003, -0.002, 0.005], [-0.004, -0.003, 0.000], [0.003, 0.000, -0.005], [-0.003, 0.001, 0.003], [-0.012, 0.008, -0.007], [0.022, 0.000, 0.012], [0.004, 0.015, -0.007], [-0.007, -0.001, -0.001], [0.006, -0.004, 0.008], [-0.004, 0.003, 0.006]],
  "lowdin_charge": [1.62, -0.03, -0.13, -0.03, -0.05, -0.02, -0.50, 0.00, -0.04, -0.02, -0.12, -0.03, -0.74, 0.45, -0.75, 0.45, 0.09, 0.10, 0.08, 0.13, 0.12, -0.03, 0.09, 0.13, 0.13, 0.09, 0.09, 0.09, -0.07, -0.38, -0.18, -0.19, -0.37, -0.10, 0.10, 0.10, 0.10, 0.13, 0.14, 0.14, 0.13, 0.10, 0.08, 0.09],
  "charge": 1,
  "lumo_ev": -2.734,
  "relative_energy_kcal_mol": 0.0,
  "e_homo_ev": -10.5
}